No. 1
DFT (ωB97M-V with the def2-TZVPD basis set) results for C32H25Co2N4O6 as an isolated structure in a non-equilibrium geometry.

The energy above the lowest of the compared OMol25 structures with the same formula, charge and spin is 55.92 kcal per mole. As for the net charge: -1. The calculation puts the LUMO energy at 2.2202 eV.

Last column: natural (NBO) charge in e.
CARTESIAN COORDINATES (ANGSTROEM)
N1 0.085 -2.834 -1.919  -0.037
N2 -0.320 -2.155 -1.085  0.238
N3 -0.827 -1.335 -0.302  -0.357
C1 -0.981 -1.829 1.067  0.075
C2 -2.383 -2.398 1.283  -0.012
C3 -2.646 -3.198 2.405  -0.235
C4 -3.937 -3.688 2.622  -0.200
C5 -4.966 -3.349 1.741  -0.248
C6 -4.710 -2.508 0.656  -0.146
C7 -3.418 -2.015 0.434  -0.245
C8 0.093 -2.886 1.317  0.053
C9 -0.165 -4.180 0.858  -0.238
C10 0.719 -5.221 1.146  -0.206
C11 1.862 -4.964 1.917  -0.235
C12 2.141 -3.665 2.343  -0.139
C13 1.258 -2.621 2.037  -0.267
C14 -0.874 -0.647 2.018  -0.031
C15 -2.062 0.266 2.361  -0.411
C16 -1.359 1.207 3.344  -0.415
C17 0.073 1.319 2.831  -0.232
N4 0.123 0.362 1.680  -0.670
H1 -1.846 -3.443 3.113  0.223
H2 -4.127 -4.331 3.483  0.210
H3 -5.969 -3.734 1.918  0.210
H4 -5.509 -2.218 -0.024  0.209
H5 -3.199 -1.313 -0.377  0.247
H6 -1.108 -4.398 0.345  0.228
H7 0.492 -6.223 0.785  0.214
H8 2.535 -5.780 2.173  0.211
H9 3.036 -3.443 2.928  0.206
H10 1.473 -1.614 2.407  0.214
H11 -0.593 -1.103 2.984  0.167
H12 -2.454 0.782 1.472  0.223
H13 -2.903 -0.286 2.798  0.218
H14 -1.851 2.180 3.490  0.224
H15 -1.342 0.711 4.327  0.195
H16 0.359 2.328 2.557  0.230
H17 0.797 0.967 3.574  0.168
H18 1.071 -0.067 1.600  0.379
O1 2.875 -1.876 -0.756  -0.502
C18 2.366 -0.841 -0.557  0.543
Co1 1.930 0.791 -0.120  -0.166
C19 1.131 2.333 0.313  0.536
O2 0.882 3.431 0.678  -0.557
C20 3.287 1.587 0.614  0.620
O3 4.041 2.143 1.295  -0.506
C21 0.598 2.424 -2.819  -0.124
C22 1.888 2.565 -3.443  0.014
C23 2.785 3.439 -2.795  -0.249
C24 3.939 3.857 -3.446  -0.199
C25 4.230 3.354 -4.717  -0.260
C26 3.371 2.433 -5.338  -0.212
C27 2.202 2.022 -4.704  -0.247
C28 -0.065 2.051 -1.745  -0.180
C29 0.128 1.381 -0.406  -0.658
Co2 -0.939 3.405 -2.612  -0.118
C30 -0.299 4.921 -1.987  0.452
O4 0.265 5.857 -1.622  -0.574
C31 -2.425 3.319 -1.654  0.495
O5 -3.378 3.301 -1.000  -0.590
C32 -1.170 4.015 -4.244  0.484
O6 -1.268 4.475 -5.298  -0.579
H19 2.547 3.781 -1.781  0.219
H20 4.604 4.552 -2.936  0.203
H21 5.126 3.693 -5.230  0.198
H22 3.624 2.012 -6.309  0.200
H23 1.515 1.294 -5.143  0.214
H24 -0.863 1.284 0.043  0.272
H25 0.506 0.321 -0.589  0.252

Atoms 1-3, force components in eV/Å:
N -1.0 2.0 2.4
N 0.1 -1.3 -2.5
N 0.4 -0.6 -1.2

***

No. 2
DFT (ωB97M-V with the def2-TZVPD basis set) results for C32H25LiO2P2S3 as an isolated structure in a non-equilibrium geometry.

As for the net charge: -2. The calculation puts the LUMO energy at 4.2633 eV.

Last column: natural (NBO) charge in e.
CARTESIAN COORDINATES (ANGSTROEM)
Li1 -1.142 -0.834 -1.049  0.841
S1 -0.279 -2.680 1.788  -0.714
P1 0.739 -1.171 1.024  1.312
C1 0.816 -1.132 -0.677  -1.613
P2 1.242 0.367 -1.401  1.327
S2 -0.100 1.088 -2.677  -0.758
C2 1.828 1.777 -0.371  -0.379
C3 3.060 1.734 0.282  -0.230
C4 3.484 2.802 1.058  -0.173
C5 2.680 3.923 1.200  -0.246
C6 1.451 3.974 0.558  -0.222
C7 1.031 2.910 -0.227  -0.183
C8 2.751 0.062 -2.431  -0.249
C9 2.759 -1.171 -3.090  -0.206
C10 3.810 -1.529 -3.918  -0.229
C11 4.882 -0.660 -4.096  -0.242
C12 4.883 0.564 -3.448  -0.221
C13 3.823 0.928 -2.627  -0.249
C14 0.067 0.312 1.915  -0.251
C15 -1.272 0.610 1.646  -0.217
C16 -1.923 1.651 2.282  -0.209
C17 -1.247 2.411 3.227  -0.241
C18 0.076 2.119 3.517  -0.222
C19 0.730 1.081 2.866  -0.251
C20 2.423 -1.400 1.783  -0.256
C21 2.621 -1.516 3.159  -0.229
C22 3.868 -1.837 3.672  -0.227
C23 4.934 -2.081 2.813  -0.241
C24 4.742 -2.004 1.442  -0.232
C25 3.493 -1.668 0.934  -0.233
H1 3.694 0.867 0.167  0.227
H2 4.443 2.755 1.563  0.191
H3 3.010 4.755 1.813  0.193
H4 0.819 4.848 0.669  0.199
H5 0.082 2.940 -0.747  0.247
H6 1.930 -1.845 -2.913  0.250
H7 3.803 -2.486 -4.426  0.198
H8 5.710 -0.937 -4.740  0.191
H9 5.717 1.245 -3.585  0.191
H10 3.829 1.895 -2.139  0.217
H11 -1.829 -0.022 0.965  0.214
H12 -2.959 1.865 2.049  0.205
H13 -1.752 3.223 3.739  0.192
H14 0.612 2.712 4.251  0.194
H15 1.771 0.888 3.081  0.219
H16 1.774 -1.382 3.821  0.226
H17 4.010 -1.920 4.744  0.192
H18 5.905 -2.352 3.214  0.190
H19 5.565 -2.209 0.767  0.198
H20 3.325 -1.623 -0.137  0.240
O1 -9.872 -0.440 -2.033  -0.702
C26 -9.281 -1.399 -1.250  0.767
O2 -10.002 -2.077 -0.561  -0.616
C27 -7.823 -1.492 -1.327  -0.243
C28 -7.065 -0.959 -2.383  -0.197
C29 -5.695 -1.068 -2.410  -0.268
C30 -4.984 -1.722 -1.378  -0.105
S3 -3.283 -1.914 -1.433  -0.452
C31 -5.756 -2.251 -0.316  -0.264
C32 -7.126 -2.152 -0.303  -0.160
H21 -9.182 0.088 -2.446  0.478
H22 -7.559 -0.486 -3.229  0.177
H23 -5.130 -0.661 -3.239  0.218
H24 -5.228 -2.744 0.490  0.224
H25 -7.704 -2.570 0.513  0.215

Atoms 1-3, force components in eV/Å:
Li -0.4 -0.1 -0.6
S -0.4 -0.3 0.2
P 0.7 -0.5 -0.3

***

No. 3
DFT (ωB97M-V with the def2-TZVPD basis set) results for C32H26Br2N6NaO3S as an isolated structure in a non-equilibrium geometry.

The energy above the lowest of the compared OMol25 structures with the same formula, charge and spin is 28.05 kcal per mole. As for the net charge: -1. The calculation puts the LUMO energy at 1.9379 eV.

Last column: Mulliken charge in e.
CARTESIAN COORDINATES (ANGSTROEM)
Na1 0.351 0.803 -0.703  0.951
C1 -4.226 0.647 -0.394  -1.437
C2 -2.785 0.870 -0.774  0.242
N1 -1.944 1.492 -0.006  0.717
N2 -2.402 2.133 1.045  -1.256
C3 -1.777 2.340 2.170  0.424
N3 -2.162 3.481 2.848  -0.508
S1 -0.658 1.322 2.946  -0.540
C4 -2.315 0.483 -2.093  0.728
C5 -3.145 -0.177 -3.015  -0.541
C6 -2.700 -0.378 -4.306  -0.516
C7 -1.418 0.027 -4.652  -0.709
C8 -0.638 0.614 -3.667  -0.286
N4 -1.073 0.856 -2.441  -0.330
H1 -4.361 0.944 0.643  0.399
H2 -4.507 -0.403 -0.496  0.340
H3 -4.898 1.241 -1.019  0.304
H4 -3.045 3.885 2.572  0.239
H5 -1.983 3.461 3.837  0.225
H6 -4.132 -0.507 -2.723  0.302
H7 -3.342 -0.853 -5.038  0.444
H8 -1.036 -0.117 -5.653  0.463
H9 0.387 0.915 -3.856  0.432
Br1 -3.687 -4.820 3.769  -0.221
C9 -2.372 -3.714 2.939  -0.027
C10 -1.471 -3.011 3.709  -0.988
C11 -0.534 -2.243 3.022  -0.039
N5 -0.465 -2.174 1.708  0.324
C12 -1.332 -2.863 0.973  0.377
C13 -2.325 -3.652 1.561  -1.146
C14 -1.156 -2.796 -0.501  0.975
C15 -2.033 -3.442 -1.374  -0.756
C16 -1.736 -3.423 -2.721  -0.337
Br2 -2.925 -4.294 -3.930  -0.167
C17 -0.606 -2.790 -3.192  -0.795
C18 0.172 -2.126 -2.248  -0.258
N6 -0.093 -2.130 -0.955  0.464
H10 -1.484 -3.063 4.788  0.403
H11 0.188 -1.655 3.576  0.411
H12 -3.033 -4.218 0.975  0.436
H13 -2.915 -3.956 -1.025  0.395
H14 -0.350 -2.781 -4.239  0.490
H15 1.053 -1.565 -2.542  0.426
O1 1.448 0.268 0.842  0.084
C19 2.845 0.192 0.597  2.968
C20 3.049 0.165 -0.996  0.014
O2 4.139 -0.243 -1.395  -0.758
O3 2.071 0.586 -1.656  -0.828
C21 3.577 1.435 1.052  -1.032
C22 2.890 2.554 1.509  -0.117
C23 3.580 3.690 1.910  -1.183
C24 4.963 3.726 1.848  -0.334
C25 5.655 2.620 1.372  -0.994
C26 4.971 1.485 0.979  -0.006
C27 3.391 -1.073 1.240  -0.053
C28 3.360 -2.291 0.571  -0.173
C29 3.838 -3.440 1.181  -1.038
C30 4.335 -3.393 2.475  -0.432
C31 4.333 -2.191 3.164  -0.914
C32 3.862 -1.041 2.550  -0.153
H16 1.289 0.221 1.794  -0.085
H17 1.808 2.538 1.568  0.343
H18 3.031 4.546 2.282  0.439
H19 5.502 4.609 2.170  0.384
H20 6.737 2.642 1.314  0.382
H21 5.504 0.627 0.592  0.479
H22 2.976 -2.330 -0.438  0.301
H23 3.828 -4.378 0.639  0.402
H24 4.724 -4.289 2.943  0.392
H25 4.702 -2.146 4.181  0.393
H26 3.870 -0.103 3.091  0.465

Atoms 1-3, force components in eV/Å:
Na -2.2 0.7 0.0
C 0.2 0.1 0.0
C -0.4 0.2 0.8

***

No. 4
DFT (ωB97M-V with the def2-TZVPD basis set) results for C32H26F3I2MnN3O6PS2 as an isolated structure in a non-equilibrium geometry.

The spin multiplicity is 6. The energy above the lowest of the compared OMol25 structures with the same formula, charge and spin is 16.84 kcal per mole. As for the net charge: -1. The calculation puts the LUMO energy (spin up / spin down) at 2.1975 / 2.1972 eV. The expectation value of S² is 8.753.

Last column: Löwdin spin population.
CARTESIAN COORDINATES (ANGSTROEM)
Mn1 -0.533 -0.024 0.869  4.735
I1 0.337 0.428 6.085  0.001
C1 1.359 -0.747 4.671  0.002
C2 2.282 -1.698 5.066  0.000
C3 2.921 -2.451 4.110  0.002
I2 4.251 -3.971 4.775  0.000
C4 2.739 -2.211 2.739  0.001
C5 3.413 -2.878 1.696  0.003
C6 3.258 -2.442 0.408  0.001
C7 2.426 -1.348 0.158  0.006
N1 1.690 -0.777 1.087  0.024
C8 1.820 -1.191 2.361  0.004
C9 0.995 -0.519 3.341  0.003
O1 0.032 0.253 3.017  0.037
H1 2.482 -1.858 6.116  0.000
H2 4.071 -3.705 1.922  0.000
H3 3.781 -2.921 -0.404  0.000
H4 2.362 -0.917 -0.830  0.000
O2 -2.678 3.065 -0.895  0.005
C10 -2.249 1.952 -1.250  0.007
O3 -1.812 1.066 -0.487  0.033
C11 -2.246 1.705 -2.753  0.001
C12 -3.045 2.554 -3.519  0.000
C13 -3.044 2.504 -4.897  0.000
C14 -2.204 1.612 -5.548  0.000
C15 -1.409 0.766 -4.804  0.000
C16 -1.440 0.776 -3.406  0.000
P1 -0.316 -0.490 -2.726  0.005
C17 1.278 -0.073 -3.488  0.001
C18 1.994 0.899 -2.798  0.000
C19 3.240 1.289 -3.249  0.000
C20 3.772 0.701 -4.386  0.000
C21 3.066 -0.280 -5.062  0.000
C22 1.821 -0.679 -4.609  0.000
C23 -0.901 -2.078 -3.384  0.001
C24 -0.116 -3.152 -2.978  0.000
C25 -0.505 -4.448 -3.248  0.000
C26 -1.694 -4.670 -3.922  0.000
C27 -2.472 -3.604 -4.336  0.000
C28 -2.083 -2.302 -4.071  0.000
H5 -3.656 3.269 -2.987  0.000
H6 -3.683 3.167 -5.464  0.000
H7 -2.174 1.585 -6.630  0.000
H8 -0.733 0.086 -5.307  0.000
H9 1.572 1.322 -1.894  0.000
H10 3.790 2.053 -2.719  0.000
H11 4.741 1.010 -4.747  0.000
H12 3.483 -0.738 -5.948  0.000
H13 1.279 -1.469 -5.110  0.000
H14 0.798 -2.941 -2.441  0.000
H15 0.095 -5.280 -2.918  0.000
H16 -2.013 -5.677 -4.139  0.000
H17 -3.396 -3.792 -4.862  0.000
H18 -2.692 -1.474 -4.395  0.000
C29 -2.733 4.278 2.042  0.000
N2 -1.585 3.664 1.425  0.004
C30 -0.446 3.238 1.935  0.006
S1 0.708 2.556 0.875  0.022
N3 -0.026 3.448 3.196  0.004
C31 -0.791 3.829 4.364  0.000
H19 -3.512 4.306 1.281  0.000
H20 -2.518 5.304 2.352  0.000
H21 -3.093 3.703 2.895  0.000
H22 -1.806 3.374 0.453  0.000
H23 0.822 2.938 3.394  0.000
H24 -1.364 4.735 4.170  0.000
H25 -0.093 4.031 5.176  0.000
H26 -1.467 3.031 4.689  0.000
F1 -4.287 -2.549 0.488  0.001
C32 -3.215 -1.881 0.022  0.002
F2 -3.611 -1.292 -1.134  0.000
F3 -2.964 -0.884 0.919  0.016
S2 -1.481 -2.887 -0.222  0.006
O4 -0.786 -2.202 0.915  0.037
O5 -1.861 -4.256 0.110  0.003
O6 -0.062 -0.659 -1.278  0.027

Atoms 1-3, force components in eV/Å:
Mn 0.6 0.3 -0.2
I 0.2 -0.2 0.0
C -0.6 0.6 0.1

***

- Which value of net charge does entry 2 give?
  -2